# 1
Here is a molecular structure, C36H32N3O5ReSSb from OMol25. Energies are from ωB97M-V with the def2-TZVPD basis set.

Computed properties:
2S+1 = 2
E_LUMO (alpha / beta) = -7.310 / -6.939 eV
charge = +2
gap between HOMO and LUMO (alpha / beta) = 6.6 / 6.8 eV
max |F| = 0.011 Eh/bohr
highest occupied orbital energy (alpha / beta) = -0.51251 / -0.50526 Ha

CARTESIAN COORDINATES (ANGSTROEM)
Re 0.321 1.483 0.035
Sb -2.059 -0.954 1.444
S -0.838 1.007 2.009
O -0.754 3.306 -0.165
O 1.701 0.131 0.151
O -1.212 0.674 -0.912
O -2.305 0.342 -2.835
O 1.796 2.298 1.102
N 2.727 0.411 0.946
N 0.832 1.718 -2.087
N 2.798 1.565 1.460
C -3.158 -2.962 5.719
C -0.097 1.240 -2.902
C -2.443 -1.774 5.700
C 3.021 2.735 -1.812
C 0.005 -3.110 1.206
C -0.868 -2.345 0.437
C 5.693 -2.491 1.418
C 4.875 -0.272 1.867
C 5.847 -1.246 2.015
C -3.543 -3.572 4.531
C -0.076 4.609 -0.323
C -6.173 -0.030 -0.927
C 3.569 -1.820 0.508
C -1.064 5.646 -0.785
C -3.806 -0.526 0.397
C -0.958 -2.532 -0.940
C -3.214 -2.991 3.317
C 2.032 2.133 -2.619
C 2.281 1.975 -4.006
C -4.368 -1.524 -0.391
C -5.607 0.958 -0.131
C -1.342 0.721 -2.238
C 0.718 -4.252 -0.786
C 4.216 3.113 -2.358
C -2.494 -1.798 3.304
C -5.559 -1.267 -1.055
C -4.419 0.713 0.538
C 0.799 -4.066 0.588
C -0.159 -3.489 -1.548
C -2.107 -1.184 4.489
C 3.754 -0.587 1.112
C 4.560 -2.775 0.669
C 3.536 2.365 -4.534
C 0.057 1.113 -4.282
C 1.260 1.463 -4.830
C 4.488 2.913 -3.728
H 6.730 -1.029 2.600
H 2.822 2.937 -0.771
H -0.526 6.548 -1.074
H -6.006 -2.034 -1.673
H -2.147 -1.303 6.627
H -3.985 1.481 1.169
H 4.446 -3.745 0.205
H -1.762 5.919 0.008
H -6.098 1.917 -0.027
H 4.985 0.699 2.327
H -7.101 0.165 -1.446
H 0.385 4.855 0.633
H -1.623 5.291 -1.650
H -4.102 -4.498 4.551
H 6.461 -3.243 1.539
H 1.467 -4.676 1.183
H 5.444 3.213 -4.135
H -3.894 -2.492 -0.500
H 1.327 -5.008 -1.264
H -3.420 -3.417 6.665
H 0.055 -2.984 2.282
H 1.439 1.357 -5.893
H 0.704 4.417 -1.057
H 2.679 -2.030 -0.067
H -1.655 -1.955 -1.536
H 4.962 3.584 -1.732
H -1.489 3.392 0.460
H -1.550 -0.255 4.483
H -3.522 -3.473 2.395
H -0.234 -3.653 -2.615
H -0.769 0.725 -4.860
H 3.715 2.229 -5.593

***

# 2
Here is a molecular structure, C36H32N9O7SSe2Ta in a non-equilibrium geometry from OMol25. Energies are from ωB97M-V with the def2-TZVPD basis set.

Computed properties:
E_LUMO = -6.662 eV
charge = +2
gap between HOMO and LUMO = 6.0 eV
max |F| = 0.041 Eh/bohr
highest occupied orbital energy = -0.46640 Ha

CARTESIAN COORDINATES (ANGSTROEM)
Ta 0.592 0.420 0.286
Se 2.258 3.412 1.890
Se 3.446 3.824 -0.065
S -5.084 2.267 -5.074
O 3.303 -7.270 0.446
O 1.464 -7.302 -0.947
O 0.929 -1.674 2.464
O 1.452 0.437 2.123
O 1.219 -1.259 -0.190
O 1.666 -0.466 4.093
O 0.235 -2.395 -1.852
N 1.339 -0.655 2.967
N 1.558 0.602 -2.075
N -0.222 2.310 -1.493
N -4.769 0.932 -4.230
N -1.327 -0.052 -0.944
N -0.338 2.787 1.091
N -3.886 3.210 -4.558
N 2.493 -0.382 -2.545
N 3.223 0.981 0.188
C 0.311 3.510 -1.696
C 5.244 1.774 -0.820
C -0.021 5.123 1.534
C -2.199 4.291 1.041
C 1.766 -6.026 -0.607
C 5.119 -0.471 -0.046
C -1.438 4.200 -3.162
C -1.368 2.027 -2.137
C -1.370 5.362 1.327
C -2.939 -0.080 3.397
C -3.575 -1.002 -2.310
C -1.870 -1.246 -0.673
C -1.644 3.029 0.935
C -1.889 0.046 2.379
C 3.835 -0.194 0.377
C -3.066 0.270 -2.571
C 0.974 -2.467 -0.913
C -3.620 -1.445 3.221
C -0.266 4.486 -2.502
C -3.692 1.189 -3.504
C 1.661 -3.668 -0.462
C -1.015 0.136 1.538
C 2.877 -6.016 0.237
C 0.454 3.826 1.414
C 2.766 -3.669 0.380
C 3.969 1.971 -0.314
C -1.995 2.933 -2.996
C -2.296 0.020 4.788
C -1.930 0.705 -1.889
C 5.816 0.517 -0.717
C 2.432 -8.138 -0.304
C -3.188 2.491 -3.692
C -2.970 -1.762 -1.341
C -3.957 1.052 3.198
C 3.404 -4.852 0.743
C 1.139 -4.878 -0.985
H 1.932 -8.820 0.381
H 2.788 -0.139 -3.487
H 5.802 2.607 -1.226
H -1.568 -0.777 4.941
H -4.763 0.943 3.925
H -1.792 0.978 4.917
H 3.160 -2.736 0.737
H 6.814 0.337 -1.093
H 5.559 -1.439 0.149
H -3.069 -0.068 5.552
H -3.493 2.027 3.351
H -4.439 -1.353 -2.859
H -4.401 -1.557 3.974
H 3.017 -8.668 -1.053
H 0.802 0.731 -2.743
H -3.264 4.423 0.910
H -4.081 -1.531 2.235
H -1.770 6.363 1.417
H 2.002 -1.264 -2.618
H -2.905 -2.258 3.346
H 0.284 -4.884 -1.643
H 3.258 -0.925 0.918
H 2.079 1.474 -2.039
H 4.264 -4.864 1.397
H -4.395 1.019 2.198
H 0.219 5.447 -2.602
H -1.926 4.918 -3.808
H -3.334 -2.745 -1.080
H -2.261 2.166 0.720
H -1.430 -1.805 0.136
H 0.655 5.919 1.808
H 1.249 3.712 -1.203

***

# 3
Here is a molecular structure, C36H33AlF9N2O4PS in a non-equilibrium geometry from OMol25. Energies are from ωB97M-V with the def2-TZVPD basis set.

Computed properties:
E_LUMO = -6.012 eV
charge = +2
gap between HOMO and LUMO = 8.4 eV
max |F| = 0.025 Eh/bohr
highest occupied orbital energy = -0.52890 Ha

CARTESIAN COORDINATES (ANGSTROEM)
S -20.467 3.662 13.171
P -19.028 6.647 15.385
Al -18.691 4.663 14.010
F -16.751 3.433 20.781
F -24.868 9.934 16.287
F -13.504 10.055 13.597
F -18.108 4.760 21.795
F -23.845 10.078 18.182
F -15.029 11.498 13.063
F -18.818 2.924 20.942
F -23.381 11.486 16.632
F -14.541 9.905 11.721
O -17.712 3.470 14.857
O -18.601 0.325 15.329
O -17.304 4.894 12.814
O -15.714 2.481 14.906
N -21.108 1.868 14.959
N -19.472 1.171 13.410
C -17.675 -2.030 11.254
C -16.078 3.966 13.104
C -16.388 7.585 15.157
C -22.577 9.304 16.354
C -18.602 5.928 17.002
C -18.653 0.215 14.132
C -19.124 4.677 17.223
C -22.074 -0.385 14.585
C -20.277 8.760 16.503
C -17.914 -0.773 13.282
C -23.689 10.206 16.855
C -21.736 7.423 15.145
C -20.472 7.681 15.627
C -21.314 9.582 16.836
C -23.345 0.130 13.912
C -18.215 4.672 19.420
C -17.989 3.949 20.744
C -15.944 2.991 11.937
C -14.865 4.856 13.330
C -22.804 8.224 15.534
C -15.407 8.381 14.593
C -15.763 9.351 13.655
C -18.343 -1.059 11.985
C -16.480 3.218 14.392
C -16.591 -2.699 11.835
C -16.173 -2.397 13.128
C -18.079 8.747 13.869
C -17.087 9.555 13.316
C -16.854 -1.463 13.880
C -17.927 6.609 18.022
C -14.703 10.214 13.015
C -17.726 7.760 14.807
C -17.735 5.957 19.244
C -18.918 4.015 18.421
C -20.283 2.070 13.962
C -21.447 0.574 15.598
H -21.928 6.579 14.498
H -22.154 0.808 16.382
H -20.550 0.178 16.038
H -14.610 5.368 12.400
H -19.126 8.921 13.621
H -21.616 2.697 15.260
H -21.346 -0.722 13.871
H -19.089 1.434 12.502
H -14.370 8.313 14.901
H -17.516 7.600 17.834
H -15.051 5.530 14.144
H -16.079 -3.456 11.229
H -23.720 -0.600 13.202
H -21.132 10.462 17.446
H -23.781 8.040 15.148
H -16.079 6.853 15.902
H -19.309 3.020 18.599
H -17.363 10.309 12.585
H -19.658 4.185 16.419
H -17.988 -2.249 10.242
H -16.798 2.324 11.891
H -23.130 1.034 13.329
H -15.355 -2.917 13.576
H -22.321 -1.281 15.146
H -14.030 4.218 13.637
H -15.870 3.556 11.002
H -24.124 0.300 14.628
H -17.008 5.690 12.337
H -19.212 -0.571 11.565
H -17.208 6.486 20.016
H -16.594 -1.245 14.894
H -19.282 8.950 16.916
H -15.077 2.350 12.070

***

# 4
Here is a molecular structure, C36H33BiCl2N4O3S3 from OMol25. Energies are from ωB97M-V with the def2-TZVPD basis set.

Computed properties:
E_LUMO = 4.050 eV
charge = -2
gap between HOMO and LUMO = 5.8 eV
max |F| = 0.003 Eh/bohr
highest occupied orbital energy = -0.06354 Ha

CARTESIAN COORDINATES (ANGSTROEM)
Bi 0.939 0.829 0.148
Cl -0.999 0.953 -6.689
Cl -0.047 3.917 -5.923
S 0.850 1.391 2.721
S 0.608 -1.804 -2.657
S 2.993 -0.646 1.229
O -3.694 0.275 -1.684
O 1.622 -0.882 -2.064
O -1.996 4.528 -1.350
N -1.388 0.004 -1.663
N -1.658 -1.136 0.841
N -0.041 4.079 1.434
N -0.696 2.637 -0.987
C -1.216 4.152 0.818
C 3.061 2.397 -1.705
C 2.392 -2.335 3.294
C 1.771 -2.730 4.470
C -1.639 -4.388 -0.532
C -4.101 -2.228 1.578
C -0.503 2.761 -4.693
C 0.602 -0.639 4.514
C -0.790 2.262 -2.338
C -2.363 4.640 1.447
C -1.203 -3.501 -1.504
C -2.991 -2.368 2.401
C 0.045 -2.916 -1.375
C 1.640 -3.042 -3.488
C 2.446 2.473 -0.310
C -1.246 0.588 -4.020
C -1.353 -5.583 1.664
C -2.726 -0.990 0.058
C 0.033 4.498 2.697
C -0.908 1.481 -5.024
C -3.970 -1.524 0.396
C 0.869 -1.874 5.088
C -1.795 -1.804 1.984
C -1.183 0.944 -2.675
C -0.456 3.144 -3.363
C -1.048 4.987 3.406
C -2.279 5.048 2.762
C 4.096 1.278 -1.799
C 0.393 -4.053 0.694
C -0.846 -4.676 0.576
C 2.142 -1.093 2.702
C -2.619 -0.155 -1.217
C 0.845 -3.169 -0.274
C 1.220 -0.225 3.332
C 3.696 3.736 -2.088
C -1.316 3.761 -0.643
H 2.267 2.194 -2.434
H 2.391 -3.400 -2.785
H 2.114 -2.538 -4.330
H -1.969 -5.019 2.369
H -2.625 -4.832 -0.614
H -3.157 5.412 3.284
H -0.164 4.154 -3.112
H -0.903 -1.882 2.599
H 1.011 -3.861 -3.839
H 1.988 -3.704 4.897
H 0.365 -2.167 6.002
H 1.001 -4.229 1.575
H -3.047 -2.889 3.349
H -3.281 4.687 0.879
H 4.885 1.435 -1.056
H -1.843 -3.232 -2.337
H 3.212 2.430 0.470
H -0.115 0.031 4.974
H -1.968 -6.388 1.257
H 4.499 3.988 -1.387
H 4.120 3.704 -3.097
H 1.789 -2.646 -0.151
H 3.098 -2.997 2.804
H -1.574 -0.408 -4.281
H 4.561 1.253 -2.790
H 1.851 3.375 -0.178
H 2.956 4.539 -2.053
H -5.058 -2.652 1.865
H -0.931 5.297 4.437
H -4.796 -1.341 -0.277
H -0.528 -6.026 2.223
H 1.009 4.412 3.165
H 3.649 0.302 -1.614

***

# 5
Here is a molecular structure, C36H33BrF2IN6OPb in a non-equilibrium geometry from OMol25. Energies are from ωB97M-V with the def2-TZVPD basis set.

Computed properties:
E_LUMO = 1.885 eV
charge = -1
gap between HOMO and LUMO = 5.6 eV
max |F| = 0.040 Eh/bohr
highest occupied orbital energy = -0.13833 Ha

CARTESIAN COORDINATES (ANGSTROEM)
Pb 0.919 0.074 -0.197
I -0.218 0.305 2.470
Br -0.668 -0.554 5.973
F 2.529 -2.796 0.879
F 3.241 -2.277 -1.146
O 2.484 1.738 0.329
N -2.244 -3.866 0.241
N -2.347 1.646 -0.057
N 0.583 1.984 -2.197
N -1.383 -1.887 -0.650
N -0.686 -1.829 -2.871
N -0.247 -0.579 -2.728
C -1.563 -5.968 -3.286
C 0.957 3.223 -1.919
C 1.160 4.474 2.294
C -1.238 -4.628 -3.203
C -1.132 -2.501 -1.870
C -0.233 -4.508 4.835
C -1.000 4.624 1.275
C -0.013 -3.199 2.833
C -0.409 -3.340 5.562
C -1.150 3.234 1.338
C 0.147 5.240 1.740
C 3.824 1.718 -0.027
C -0.126 2.457 1.905
C -0.633 0.369 -3.484
C 4.056 0.977 -1.357
C -3.631 3.269 1.123
C -2.039 -4.580 -0.932
C -2.397 -5.921 -1.031
C -0.400 -2.129 4.884
C -1.882 -2.559 0.319
C 4.661 1.044 1.076
C -0.024 -4.436 3.466
C -0.135 1.731 -3.294
C 0.669 4.294 -2.758
C -4.798 2.793 0.557
C -1.467 -3.918 -2.027
C -2.155 -6.611 -2.204
C 2.111 -2.196 -0.314
C 1.015 3.100 2.375
C -0.474 2.750 -4.185
C 4.337 3.167 -0.190
C -0.227 -1.998 3.516
C -0.050 4.041 -3.916
C -2.409 2.675 0.787
C -3.473 1.203 -0.607
C -4.722 1.739 -0.339
H -0.792 -4.105 -4.037
H 1.805 2.501 2.810
H 0.242 6.318 1.688
H -1.047 2.522 -5.075
H -1.787 5.228 0.834
H -3.648 4.083 1.834
H 1.508 3.322 -0.986
H -5.606 1.341 -0.820
H -2.424 -7.657 -2.274
H 2.054 4.954 2.676
H -5.753 3.230 0.821
H -3.364 0.371 -1.289
H -1.429 0.223 -4.220
H 4.513 1.583 2.014
H 1.399 -2.920 -0.760
H 5.110 0.969 -1.647
H -0.543 -3.368 6.636
H -1.352 -6.521 -4.192
H 3.853 3.649 -1.042
H 4.106 3.738 0.711
H 1.005 5.290 -2.506
H -2.046 -2.065 1.271
H 0.149 -5.347 2.900
H -2.535 -4.359 1.069
H 0.187 -3.163 1.767
H -0.274 4.843 -4.609
H -2.857 -6.417 -0.185
H 5.418 3.168 -0.355
H 3.471 1.459 -2.145
H 4.330 0.013 1.213
H -0.258 -5.467 5.339
H 5.726 1.048 0.826
H 3.720 -0.056 -1.258

***

# 6
Here is a molecular structure, C36H33BrF2IN6OPb in a non-equilibrium geometry from OMol25. Energies are from ωB97M-V with the def2-TZVPD basis set.

Computed properties:
E_LUMO = 2.394 eV
charge = -1
gap between HOMO and LUMO = 6.1 eV
max |F| = 0.034 Eh/bohr
highest occupied orbital energy = -0.13496 Ha

CARTESIAN COORDINATES (ANGSTROEM)
Pb -0.172 0.391 0.085
I -1.607 -0.832 -2.398
Br -3.838 -2.248 -4.810
F 1.609 3.267 -0.067
F 2.906 1.473 -0.208
O 0.539 -1.281 -2.043
N 0.582 -3.364 1.338
N -3.010 -3.449 -0.520
N 0.935 -2.225 1.985
N 1.746 0.412 2.472
N -1.428 0.773 2.334
N -1.468 -2.316 0.842
C 2.618 -0.600 2.465
C -5.817 0.615 -1.715
C -0.509 -6.744 -0.929
C -2.432 1.657 2.306
C -3.045 1.009 4.543
C -2.605 2.438 1.057
C -3.806 -0.473 -2.547
C 1.760 -0.968 -4.098
C -3.812 4.132 -0.181
C -0.584 -3.384 0.790
C -0.125 -5.669 -0.153
C -2.003 0.093 4.541
C -5.953 -0.749 -3.681
C -3.063 3.826 -1.309
C -2.084 2.848 -1.237
C -1.738 -6.726 -1.585
C 1.453 -1.883 -2.900
C -2.189 -4.553 -0.673
C -4.600 -1.023 -3.548
C -6.561 0.095 -2.764
C -1.227 0.003 3.397
C -2.573 -5.634 -1.463
C -2.565 -2.373 0.181
C -3.275 1.779 3.419
C -1.818 2.123 -0.072
C 2.152 -1.879 1.896
C -3.579 3.444 0.995
C 2.152 1.610 2.864
C 1.642 1.962 -0.600
C 0.914 -3.225 -3.429
C 3.443 1.868 3.302
C 3.935 -0.434 2.889
C -0.963 -4.566 0.005
C 4.345 0.816 3.321
C -4.464 0.328 -1.610
C 2.739 -2.135 -2.102
H -7.612 0.333 -2.867
H -3.810 -3.348 -1.124
H -4.576 4.900 -0.217
H -0.415 -0.706 3.309
H -3.517 -5.600 -1.995
H 0.004 -3.054 -4.009
H 3.121 -1.187 -1.717
H -4.168 3.704 1.866
H -2.038 -7.560 -2.206
H -4.112 2.462 3.412
H 2.501 -2.786 -1.257
H -6.516 -1.188 -4.494
H 1.730 2.106 -1.688
H -3.891 0.747 -0.791
H 0.853 -0.832 -4.691
H 2.084 0.008 -3.732
H 3.508 -2.606 -2.722
H 3.736 2.866 3.597
H -3.256 -1.538 0.242
H 2.873 -2.447 1.301
H -1.802 -0.538 5.396
H -3.246 4.353 -2.240
H 4.618 -1.274 2.880
H 0.835 -5.650 0.344
H -1.514 2.631 -2.136
H 0.672 -3.885 -2.593
H 1.656 -3.714 -4.067
H 5.364 0.969 3.655
H 0.153 -7.593 -1.041
H -3.680 1.121 5.414
H 1.415 2.404 2.795
H -6.290 1.257 -0.980
H 2.547 -1.390 -4.728

***

Looking at ΔE to the lowest compared entry with this formula, charge and spin for the records above, in order, we have 0.000 2.573 0.000 0.000 1.600 0.691 eV.